Record 1
Formula: C3H6N2O2
Source: the Open Molecules 2025 dataset
Level of theory: wB97M-V/def2-TZVPD

Its spin multiplicity is 1. For the highest occupied orbital energy, the calculation gives -9.53 eV. Its energy above the lowest of the compared OMol25 structures with the same formula, charge and spin is 267.3 kJ/mol. The orbital gap is 10.249 eV. The value obtained for the molar mass is 102.09 g mol⁻¹. The value obtained for the largest force on an atom is 0.014 Eh/bohr.

Cartesian coordinates (Å):
1 N 1.78848 -0.25650 0.22615
2 C 0.37938 -0.41021 0.36578
3 O 0.05241 -1.15855 1.50282
4 C -0.44452 0.20463 1.39637
5 O -1.07462 1.71247 -0.53429
6 C -1.04243 0.71998 -1.23153
7 N -0.38818 -0.44752 -0.90680
8 H 2.28935 -1.10319 0.48523
9 H 2.01180 0.00586 -0.72249
10 H -0.09349 0.99934 2.05293
11 H -1.51094 0.19183 1.19660
12 H -1.57232 0.70577 -2.20127
13 H -0.39492 -1.16390 -1.62950

=====

Record 2
Formula: C2H2ClI
Source: the Open Molecules 2025 dataset
Level of theory: wB97M-V/def2-TZVPD

Its spin multiplicity is 1. For the highest occupied orbital energy, the calculation gives -8.90 eV. Its energy above the lowest of the compared OMol25 structures with the same formula, charge and spin is 61.1 kJ/mol. The orbital gap is 9.163 eV. The value obtained for the molar mass is 188.40 g mol⁻¹. The value obtained for the largest force on an atom is 0.151 Eh/bohr.

Cartesian coordinates (Å):
1 C -0.11549 0.85327 0.25083
2 C 0.18807 -0.55913 -0.17015
3 Cl 0.92136 -0.94024 -1.59985
4 I -0.59863 -2.13835 0.93916
5 H -0.70499 1.15348 1.08586
6 H 0.30969 1.63097 -0.50584

=====

Record 3
Formula: C21H23N3O3
Source: the Open Molecules 2025 dataset
Level of theory: wB97M-V/def2-TZVPD

Its spin multiplicity is 1. For the highest occupied orbital energy, the calculation gives -8.51 eV. Its energy above the lowest of the compared OMol25 structures with the same formula, charge and spin is 199.9 kJ/mol. The orbital gap is 8.576 eV. The value obtained for the molar mass is 365.43 g mol⁻¹. The value obtained for the largest force on an atom is 0.021 Eh/bohr.

Cartesian coordinates (Å):
1 C 0.37779 1.27840 -3.78708
2 O -0.65934 1.97408 -3.14752
3 C -0.98858 1.44219 -1.88732
4 C -2.21015 2.20085 -1.36151
5 N -2.69122 1.66843 -0.11127
6 C -3.71824 0.78660 -0.06122
7 O -4.34678 0.45016 -1.04001
8 C -4.02679 0.25679 1.32983
9 H -5.07960 -0.02421 1.35271
10 C -3.19264 -0.99620 1.62475
11 N -1.79759 -0.69301 1.88121
12 N -0.96143 -0.89548 0.86750
13 C 0.31434 -0.72308 1.00790
14 C 0.89291 -0.37811 2.28703
15 C 2.26636 -0.38642 2.56292
16 C 2.72495 -0.05049 3.81642
17 C 1.83529 0.29291 4.83313
18 C 0.48042 0.26030 4.59726
19 C -0.00051 -0.08632 3.33323
20 C -1.44380 -0.20678 3.12517
21 O -2.29579 0.05539 3.95684
22 H -0.23899 0.48280 5.37055
23 H 2.21138 0.56211 5.80848
24 H 3.78629 -0.05939 4.01687
25 H 2.96230 -0.68038 1.79248
26 C 1.12654 -0.91072 -0.20132
27 C 0.83321 -1.95022 -1.08018
28 C 1.57981 -2.13019 -2.22717
29 C 2.63444 -1.27781 -2.53510
30 C 2.90941 -0.22719 -1.66784
31 C 2.16576 -0.03896 -0.51842
32 H 2.37610 0.80713 0.12049
33 H 3.71473 0.45630 -1.89833
34 C 3.42806 -1.46166 -3.79094
35 H 4.43706 -1.07318 -3.67470
36 H 3.48199 -2.51237 -4.06573
37 H 2.95138 -0.92278 -4.61084
38 H 1.34414 -2.94558 -2.89581
39 H 0.01724 -2.61574 -0.84521
40 H -3.58764 -1.48215 2.52091
41 H -3.22796 -1.67937 0.77510
42 H -3.84166 1.00657 2.09897
43 H -2.14426 1.84267 0.71640
44 H -1.96249 3.25856 -1.24585
45 H -3.01883 2.09923 -2.08835
46 H -0.13758 1.54697 -1.19371
47 H -1.22658 0.37088 -1.96599
48 H 0.12093 0.22081 -3.92552
49 H 0.51523 1.75227 -4.75698
50 H 1.31041 1.33541 -3.21221